{"formula": "C28H76AsF6O26S10", "method": "ωB97M-V/def2-TZVPD", "max_force_ha_per_bohr": 0.0758, "energy_ha": -9885.4865, "e_lumo_ha": 0.05126, "orbital_gap_ev": 8.90, "total_charge": -1, "molar_mass_g_mol": 1338.47, "symbols": ["As", "F", "F", "F", "F", "F", "F", "O", "S", "O", "O", "C", "C", "C", "H", "H", "H", "H", "H", "H", "H", "H", "O", "S", "O", "O", "C", "C", "C", "H", "H", "H", "H", "H", "H", "H", "H", "O", "S", "O", "O", "C", "C", "C", "H", "H", "H", "H", "H", "H", "H", "H", "O", "S", "O", "O", "C", "C", "C", "H", "H", "H", "H", "H", "H", "H", "H", "O", "S", "O", "O", "C", "C", "C", "H", "H", "H", "H", "H", "H", "H", "H", "O", "S", "O", "O", "C", "C", "C", "H", "H", "H", "H", "H", "H", "H", "H", "O", "S", "O", "O", "C", "C", "C", "H", "H", "H", "H", "H", "H", "H", "H", "O", "S", "O", "O", "C", "C", "C", "H", "H", "H", "H", "H", "H", "H", "H", "C", "S", "O", "C", "H", "H", "H", "H", "H", "H", "C", "S", "O", "C", "H", "H", "H", "H", "H", "H"], "coordinates": [[-26.7290, 13.9743, -24.5887], [-25.1253, 14.7037, -24.4147], [-26.0797, 13.4202, -26.1757], [-28.3308, 13.1238, -24.7934], [-27.2738, 14.5811, -23.0434], [-27.3018, 15.4944, -25.4252], [-26.0330, 12.4570, -23.9190], [-27.5999, 7.1771, -21.7488], [-26.4435, 7.9295, -22.2328], [-25.1084, 7.3485, -22.3077], [-26.9528, 8.6051, -23.6585], [-26.0367, 9.2898, -24.5124], [-25.5179, 8.3242, -25.5556], [-26.2984, 9.4867, -21.3357], [-25.3198, 9.8935, -23.9561], [-26.5963, 9.9822, -25.1430], [-24.6340, 7.8406, -25.1391], [-25.1502, 8.9503, -26.3700], [-26.3409, 7.7170, -25.9278], [-27.2771, 9.8776, -21.0648], [-25.7095, 10.1262, -21.9911], [-25.7125, 9.1074, -20.4983], [-31.8662, 8.8697, -19.7847], [-31.6755, 10.3089, -19.8642], [-31.5604, 11.0614, -18.6460], [-30.3432, 10.5740, -20.7875], [-30.2273, 9.7621, -21.9496], [-29.5949, 10.6160, -23.0158], [-32.9039, 11.1979, -20.9981], [-31.1567, 9.3536, -22.3490], [-29.5965, 8.8971, -21.7426], [-28.6185, 10.8946, -22.6132], [-30.0829, 11.5775, -23.1722], [-29.2951, 10.0302, -23.8842], [-33.3036, 10.4568, -21.6891], [-32.5123, 12.0883, -21.4860], [-33.7382, 11.5059, -20.3678], [-28.7895, 15.0279, -16.9665], [-27.6640, 15.8151, -17.3710], [-26.3635, 15.6982, -16.6952], [-27.3416, 15.4381, -18.9296], [-28.3401, 15.5631, -19.9415], [-28.6284, 14.1782, -20.4137], [-28.1600, 17.5499, -17.5623], [-27.9513, 16.1226, -20.7925], [-29.2832, 16.0352, -19.6660], [-27.7039, 13.6649, -20.6774], [-29.2498, 14.2472, -21.3071], [-29.1328, 13.5750, -19.6585], [-29.1610, 17.5907, -17.9898], [-27.4910, 17.9558, -18.3192], [-28.1717, 17.9994, -16.5706], [-27.1064, 19.4769, -29.9999], [-25.6724, 19.7847, -30.0611], [-25.1369, 21.1375, -30.3800], [-24.8793, 19.2329, -28.6469], [-25.5148, 18.1421, -27.9873], [-26.1928, 18.7208, -26.7999], [-24.9018, 18.6342, -31.2605], [-24.6774, 17.4656, -27.8068], [-26.1551, 17.4964, -28.5905], [-26.8349, 17.9797, -26.3227], [-26.8402, 19.5271, -27.1450], [-25.4341, 19.1011, -26.1160], [-25.2135, 17.6273, -30.9815], [-23.8644, 18.6722, -30.9290], [-25.1275, 18.8201, -32.3082], [-33.6456, 16.4369, -28.9461], [-32.7281, 16.2617, -27.8257], [-32.7332, 15.0482, -27.0047], [-31.2421, 16.5769, -28.3183], [-30.1883, 15.7472, -27.8284], [-28.8662, 16.4255, -28.1585], [-32.8322, 17.8533, -26.8671], [-30.3294, 14.7708, -28.2909], [-30.1511, 15.6410, -26.7440], [-28.6856, 17.2931, -27.5235], [-28.7828, 16.8669, -29.1530], [-28.0584, 15.6969, -28.0889], [-32.9785, 18.6778, -27.5625], [-31.9399, 17.9141, -26.2473], [-33.7236, 17.7448, -26.2496], [-30.2909, 19.6006, -22.1344], [-29.0545, 19.4466, -21.3429], [-28.8616, 18.3959, -20.3862], [-27.7289, 19.5295, -22.3406], [-26.4642, 19.0959, -21.8379], [-25.8813, 18.1746, -22.9280], [-28.8350, 21.0686, -20.4412], [-26.5022, 18.6690, -20.8364], [-25.9007, 20.0297, -21.8406], [-24.8348, 17.9094, -22.7669], [-25.8060, 18.6115, -23.9239], [-26.3357, 17.1979, -23.1008], [-28.8900, 21.7949, -21.2500], [-27.8664, 20.9451, -19.9583], [-29.6223, 21.1777, -19.6970], [-28.8111, 9.3196, -29.7173], [-28.1436, 9.4774, -28.4399], [-28.5870, 8.6909, -27.2792], [-26.5053, 9.1291, -28.7389], [-25.8721, 9.7656, -29.8072], [-24.9395, 10.9176, -29.3203], [-27.9912, 11.2116, -27.9469], [-26.6335, 9.9862, -30.5567], [-25.2036, 9.0665, -30.3117], [-24.4197, 11.4303, -30.1304], [-24.2171, 10.6281, -28.5576], [-25.4884, 11.7436, -28.8656], [-28.8706, 11.4504, -27.3495], [-27.9339, 11.9166, -28.7757], [-27.0756, 11.3634, -27.3767], [-21.0268, 11.9181, -21.1395], [-22.3464, 12.3201, -21.6960], [-23.4054, 11.3669, -21.9682], [-22.8798, 13.6427, -20.8588], [-24.2535, 13.9643, -21.1052], [-24.5437, 15.3638, -20.6737], [-21.9892, 13.1591, -23.3103], [-24.9573, 13.2408, -20.6947], [-24.5013, 14.0370, -22.1654], [-25.4517, 15.7973, -21.0956], [-23.8191, 16.1029, -21.0187], [-24.6859, 15.4388, -19.5951], [-22.8809, 13.1295, -23.9358], [-21.1218, 12.6725, -23.7532], [-21.7745, 14.2120, -23.1308], [-30.2889, 16.2662, -23.4805], [-31.9766, 16.3825, -22.7775], [-32.8496, 16.8504, -23.9571], [-32.2273, 14.5516, -22.5515], [-29.6177, 15.5227, -23.0495], [-29.7818, 17.2296, -23.4275], [-30.3021, 15.9939, -24.5363], [-31.5394, 14.1430, -21.8102], [-32.1129, 13.9359, -23.4439], [-33.2385, 14.4198, -22.1665], [-22.8539, 16.7616, -24.6933], [-22.0200, 18.2328, -25.3785], [-22.7469, 19.3546, -24.6864], [-20.3296, 18.1480, -24.6870], [-23.9215, 16.8896, -24.8728], [-22.7518, 16.7273, -23.6084], [-22.5827, 15.8271, -25.1841], [-19.7797, 17.2448, -24.9486], [-20.3944, 18.3314, -23.6151], [-19.8973, 18.9843, -25.2363]]}